Entry 1:
Below is a structure of composition C29H32BrF4N4O5STi at a distorted geometry, with properties calculated with ωB97M-V/def2-TZVPD.

The HOMO-LUMO gap (spin up / spin down) is 0.240 / 0.246 hartree. The calculation puts the HOMO energy (spin up / spin down) at -7.647 / -7.844 eV. The maximum force is 1.8 eV/Å. The value obtained for the calculated total energy is -161654.4846 eV. The spin multiplicity is 2. The value obtained for the energy above the lowest of the compared OMol25 structures with the same formula, charge and spin is 0.0 kJ/mol.

```
77
Properties=species:S:1:pos:R:3:forces:R:3:lowdin_spin:R:1
Ti 0.156537 0.438228 -0.091876 -0.7 0.7 1.6 0.922
O -2.406473 2.341178 -2.940424 0.0 0.1 -0.1 0.001
C -1.777359 3.535977 -3.095248 0.0 0.0 0.0 0.000
C -2.414492 4.541078 -3.816366 -0.1 -0.1 0.0 0.000
C -1.793691 5.763519 -4.002940 0.0 0.0 0.0 0.000
C -0.535049 6.007313 -3.465643 0.0 0.0 0.0 0.000
C 0.094801 5.005982 -2.747217 0.0 0.0 0.0 0.000
C -0.506160 3.767493 -2.559681 0.0 0.0 -0.1 0.000
C 0.203765 2.677399 -1.803213 -0.1 0.0 0.2 0.006
O -0.664889 1.938368 -0.999495 0.1 -0.4 -0.1 0.000
N 0.863570 1.758090 -2.746065 0.2 -0.1 0.0 0.001
N 1.099772 0.550278 -2.055473 0.5 -0.1 -1.0 0.003
C 1.795876 -0.330357 -2.670553 -0.3 0.2 0.2 0.007
C 2.019014 -1.667553 -2.132077 0.1 0.1 -0.1 0.001
Br 0.735073 -2.256038 -0.855479 0.2 0.0 -0.2 -0.002
C 3.002715 -2.479591 -2.536382 -0.2 -0.1 0.2 0.004
C 4.068135 -2.128214 -3.477828 0.0 0.0 -0.1 0.000
C 4.598466 -0.839458 -3.561595 0.1 0.0 0.0 0.001
C 5.594703 -0.549873 -4.481445 0.0 0.0 0.0 0.000
C 6.076038 -1.542001 -5.321959 0.0 0.0 0.0 0.001
C 5.571421 -2.833223 -5.231881 0.0 0.0 0.0 0.000
C 4.580511 -3.126907 -4.311307 0.0 0.0 0.0 0.001
H -1.959921 1.882388 -2.200172 0.0 0.0 0.1 0.000
H -3.400246 4.339326 -4.215816 0.0 0.0 0.0 0.000
H -2.301816 6.537061 -4.564711 0.0 0.0 0.0 0.000
H -0.055207 6.967341 -3.601703 0.0 0.0 0.0 0.000
H 1.076198 5.179898 -2.318059 0.0 0.0 0.0 0.000
H 0.995881 3.115808 -1.182294 0.0 0.0 0.0 0.002
H 0.236249 1.570811 -3.524697 0.0 0.0 0.0 0.000
H 2.224006 -0.102806 -3.645173 -0.1 0.0 0.0 0.000
H 3.030109 -3.491055 -2.142777 0.0 0.1 0.0 0.000
H 4.261302 -0.067189 -2.881255 0.1 -0.1 0.0 0.000
H 6.002787 0.451223 -4.533997 0.0 0.0 0.0 0.000
H 6.854032 -1.313052 -6.038653 0.0 0.0 0.0 0.000
H 5.955234 -3.612638 -5.876919 0.0 0.0 0.0 0.000
H 4.190684 -4.135022 -4.236363 0.0 0.0 0.0 0.000
C -2.215641 3.627720 1.054748 0.0 0.0 0.0 0.000
C -1.657815 2.555141 1.980458 -0.1 0.0 0.0 0.000
N -0.229559 2.172788 1.836068 0.1 -0.2 -0.2 -0.001
C 0.608800 3.376179 1.972208 0.0 0.0 0.0 0.001
C 2.099776 3.178715 1.760510 0.0 -0.1 0.0 0.001
C 0.070415 1.205246 2.900272 0.0 0.0 0.1 0.000
C -0.793832 -0.050988 2.780238 0.1 0.1 0.1 0.004
N -1.024935 -0.377936 1.375438 0.4 0.1 -0.1 0.006
C -2.046835 -1.216100 1.075031 -0.2 -0.2 -0.1 0.001
C -2.472128 -1.288368 -0.266101 0.0 -0.1 0.1 0.000
F -1.798008 -0.503308 -1.163883 0.0 0.1 0.0 0.011
C -3.514840 -2.057935 -0.713833 0.0 0.0 0.0 0.000
F -3.832605 -2.035358 -2.014287 0.0 0.0 0.0 0.000
C -4.238386 -2.839070 0.164807 0.0 0.0 0.0 0.000
C -3.848147 -2.802011 1.488381 0.0 0.0 0.0 0.000
F -4.505380 -3.557609 2.378161 0.0 0.0 0.0 0.000
C -2.792781 -2.034795 1.946797 0.0 -0.1 -0.1 0.000
F -2.474733 -2.144837 3.250533 0.0 0.0 0.0 0.000
H -3.264318 3.781202 1.316293 0.0 0.0 0.0 0.000
H -2.162873 3.330978 0.011845 0.0 0.0 0.0 0.000
H -1.724584 4.593413 1.166662 0.0 0.0 0.0 0.000
H -2.247575 1.649863 1.845283 0.0 0.0 0.0 0.000
H -1.811091 2.882684 3.020382 0.0 0.0 0.0 0.000
H 0.434775 3.823902 2.963086 0.0 0.0 0.0 0.000
H 0.259250 4.098652 1.238623 0.0 0.0 -0.1 0.000
H 2.552788 2.509062 2.489844 0.0 0.0 0.0 0.000
H 2.598248 4.146544 1.835590 0.0 0.0 0.0 0.000
H 2.295536 2.773184 0.767134 0.0 0.0 0.0 0.001
H -0.116399 1.659130 3.885088 0.0 0.0 0.0 0.000
H 1.123862 0.947590 2.858319 0.0 0.0 0.0 0.000
H -1.740580 0.108793 3.302099 0.0 0.0 -0.1 0.001
H -0.279700 -0.860387 3.303158 0.0 0.0 0.0 0.000
H -5.064461 -3.450409 -0.165100 0.0 0.0 0.0 0.000
C 4.519935 0.519438 0.311667 0.0 0.0 0.0 0.000
S 3.252272 -0.269203 1.288071 0.4 -0.3 -0.1 0.003
O 3.401640 0.188436 2.642692 0.0 0.0 0.1 0.000
O 3.346464 -1.684967 1.039426 0.0 0.1 0.0 0.002
O 1.990099 0.284335 0.685653 -0.6 0.2 -0.3 0.021
H 5.384988 -0.139949 0.293202 0.0 0.0 0.0 0.000
H 4.782917 1.472124 0.766594 -0.1 0.0 0.0 0.000
H 4.141463 0.673328 -0.697526 0.0 0.0 0.0 0.000
```
Forces are in eV/Å.

Entry 2:
Below is a cluster of 9 separate species, C33H89Cl3N8O8 in total at a distorted geometry, with properties calculated with ωB97M-V/def2-TZVPD.

The HOMO-LUMO gap is 0.346 hartree. The calculation puts the HOMO energy at -8.816 eV. The maximum force is 2.7 eV/Å. The value obtained for the calculated total energy is -101527.2955 eV. The SMILES is COC[C@H](C)N.COC[C@H](C)N.COC[C@H](C)N.COC[C@H](C)N.COC[C@H](C)N.COC[C@H](C)N.COC[C@H](C)N.COC[C@H](C)N.ClC(Cl)Cl. The value obtained for the energy above the lowest of the compared OMol25 structures with the same formula, charge and spin is 0.0 kJ/mol.

```
141
Properties=species:S:1:pos:R:3:forces:R:3:lowdin_charge:R:1
C -1.213880 -22.239537 16.445374 1.6 1.0 -1.9 -0.083
O -1.715045 -22.147207 15.094436 -0.4 -0.2 0.8 -0.215
C -1.992835 -23.429332 14.574313 -1.1 -0.3 -0.1 -0.239
C -2.258533 -23.362233 13.071630 0.1 -0.2 -0.2 -0.418
C -2.861007 -24.726740 12.636055 1.1 1.3 -0.7 -0.057
N -0.969374 -23.173100 12.361292 -0.6 -0.3 0.4 0.048
H -1.873674 -22.724597 17.135420 -0.5 -0.4 0.3 0.071
H -1.047220 -21.182640 16.722850 0.0 -0.6 0.2 0.089
H -0.222347 -22.769651 16.357838 -0.9 0.4 0.6 0.104
H -1.136303 -24.061116 14.783308 0.3 -0.4 -0.2 0.118
H -2.898020 -23.914280 15.050955 0.7 0.7 -0.1 0.136
H -2.925463 -22.504410 12.860936 -0.1 -0.5 0.2 0.115
H -3.738054 -25.010621 13.178304 -0.5 -0.1 0.3 0.053
H -2.033880 -25.393068 12.814492 0.1 -0.8 0.2 0.072
H -3.057639 -24.771055 11.553216 -0.1 0.2 0.4 0.079
H -0.602209 -22.266626 12.614399 0.1 0.2 -0.1 0.052
H -1.150817 -23.162590 11.365993 0.1 0.1 -0.1 0.068
C -6.969242 -27.072923 12.796598 -1.2 -0.8 -1.4 -0.133
O -6.418439 -25.905022 12.265280 -0.2 0.9 0.5 -0.197
C -7.332897 -25.230324 11.413490 0.7 -0.7 -1.1 -0.212
C -6.689272 -23.969060 10.803298 0.1 -0.4 2.5 -0.407
C -6.464245 -22.932527 11.966348 1.0 -0.7 -1.2 -0.045
N -7.617272 -23.407182 9.885924 0.1 2.0 -0.2 0.033
H -6.163655 -27.691164 13.130803 0.4 -0.2 0.8 0.077
H -7.425323 -27.679180 11.967039 0.2 0.4 0.4 0.091
H -7.801161 -26.939563 13.519459 0.7 0.2 0.0 0.096
H -7.520587 -25.985298 10.613127 -0.4 0.6 0.0 0.127
H -8.279528 -24.965537 11.889272 0.0 0.0 0.3 0.125
H -5.697560 -24.308469 10.443297 -0.3 0.4 -0.3 0.138
H -6.116047 -21.996812 11.520081 -0.1 0.0 0.1 0.066
H -5.674377 -23.300028 12.621555 0.1 0.0 0.0 0.063
H -7.331889 -22.736795 12.580865 -0.5 -0.1 -0.1 0.065
H -7.931633 -23.977990 9.158570 -0.3 -1.4 -1.1 0.059
H -7.315949 -22.526310 9.434508 0.0 -0.4 0.6 0.062
C -1.311650 -17.390707 14.451523 0.2 0.8 -0.9 -0.059
O -1.709840 -17.574400 13.051261 0.9 0.2 1.8 -0.246
C -1.710996 -16.303234 12.427737 -1.4 -0.2 -0.2 -0.223
C -2.026713 -16.466747 10.938169 1.6 -1.5 1.3 -0.477
C -1.946262 -15.137845 10.270225 0.6 0.7 0.1 -0.062
N -3.323550 -17.040858 10.805666 -0.8 0.5 -0.1 0.089
H -1.934075 -16.650956 15.004610 0.2 -0.3 -0.7 0.103
H -0.235517 -17.097055 14.566097 -0.8 -0.1 -0.4 0.086
H -1.423405 -18.323764 14.926623 -0.2 -1.3 0.5 0.063
H -2.553269 -15.765821 12.895720 0.4 0.5 -0.1 0.131
H -0.751331 -15.834065 12.601939 0.3 0.4 -0.1 0.121
H -1.212068 -17.193616 10.629071 -0.5 0.8 -0.4 0.141
H -1.047574 -14.603052 10.646315 -0.4 -0.2 -0.6 0.088
H -2.813480 -14.564602 10.598823 -0.1 0.1 -0.2 0.086
H -1.929538 -15.226471 9.178730 0.0 0.2 0.2 0.080
H -3.486214 -17.844927 11.377495 0.1 -0.5 0.2 0.042
H -3.537391 -17.271704 9.854264 -0.2 -0.2 -0.4 0.053
C -10.291279 -21.032525 14.918092 -1.4 -1.9 0.4 -0.118
O -10.508309 -20.615957 13.596715 0.7 1.5 0.1 -0.218
C -11.126294 -21.473134 12.667277 -0.5 0.1 0.9 -0.207
C -10.684549 -21.083146 11.260949 -0.4 -1.0 0.0 -0.403
C -11.449821 -21.954569 10.224814 -0.2 -0.2 0.4 -0.050
N -9.239692 -21.198566 11.189523 -0.1 0.2 -0.4 0.063
H -11.138630 -21.664960 15.331237 0.4 0.7 -0.6 0.106
H -10.196091 -20.197384 15.596896 0.2 0.4 -0.2 0.057
H -9.432821 -21.697044 15.005862 0.4 0.1 -0.1 0.078
H -10.761263 -22.468897 12.858637 -0.1 -0.9 0.0 0.121
H -12.205967 -21.412316 12.893608 0.1 -0.2 -0.6 0.135
H -10.957317 -20.049771 11.093465 -0.3 0.4 -0.1 0.123
H -12.507439 -21.932298 10.466997 -0.3 0.1 0.2 0.068
H -11.218803 -23.026613 10.153629 0.5 0.2 0.6 0.079
H -11.400679 -21.642949 9.197764 0.4 0.7 -0.4 0.060
H -8.967027 -22.124717 10.878213 0.2 -0.1 0.0 0.032
H -8.843100 -21.008571 12.105086 0.0 0.0 -0.1 0.062
C -3.156879 -18.851425 7.545450 1.7 -1.5 -0.2 -0.150
O -4.345459 -18.571781 8.192380 -0.7 1.2 -0.3 -0.227
C -5.269121 -19.645697 8.150684 1.4 -0.9 -1.2 -0.211
C -6.579117 -19.209262 8.764678 -0.5 -1.8 0.4 -0.400
C -6.460490 -18.864904 10.244773 0.0 0.0 -0.8 -0.067
N -7.497838 -20.412011 8.655694 0.4 1.4 -0.8 0.036
H -2.395717 -18.048624 7.587977 -0.8 -0.1 0.4 0.088
H -3.202196 -19.118286 6.460925 -0.6 0.2 0.5 0.092
H -2.734813 -19.752137 8.059347 0.2 0.5 -0.5 0.098
H -5.371101 -19.962310 7.031200 -0.2 0.3 1.8 0.149
H -4.760507 -20.505641 8.709506 -1.1 0.7 -0.6 0.145
H -6.949675 -18.326980 8.241516 -0.1 0.0 -0.2 0.137
H -7.464399 -18.857479 10.697852 0.5 0.1 0.0 0.073
H -6.010992 -17.884553 10.258451 0.1 0.4 0.6 0.064
H -5.794774 -19.564720 10.745409 -0.1 -0.1 0.2 0.068
H -8.272589 -20.185971 9.264158 -0.3 -0.4 0.4 0.027
H -7.910423 -20.379844 7.720202 0.2 -0.3 0.1 0.076
C -6.317283 -23.349273 18.043862 -1.0 0.2 0.3 -0.098
O -6.848563 -22.350362 18.926055 0.4 -0.4 -0.7 -0.192
C -7.828424 -22.829269 19.823120 -0.1 -0.6 -0.3 -0.231
C -8.421680 -21.645818 20.547693 -0.5 -0.4 -1.2 -0.466
C -9.323560 -22.131923 21.630116 -0.2 -0.2 1.1 -0.078
N -9.248392 -20.889338 19.618987 -0.4 0.1 -0.4 0.045
H -7.100467 -23.937767 17.560453 -0.5 0.2 0.0 0.085
H -5.757468 -24.086556 18.601671 0.7 0.0 0.1 0.081
H -5.777694 -22.867987 17.227651 0.3 0.0 0.5 0.071
H -8.636564 -23.336887 19.263341 0.2 0.1 0.1 0.133
H -7.421267 -23.569790 20.542877 0.1 0.3 -0.2 0.133
H -7.602766 -21.057777 20.901071 0.7 0.4 0.7 0.131
H -9.792273 -21.278220 22.103348 -0.2 0.2 0.2 0.072
H -8.765947 -22.640589 22.430219 -0.2 -0.1 -0.3 0.087
H -10.134429 -22.765793 21.245052 0.4 0.0 0.0 0.093
H -8.753310 -20.450309 18.850226 0.1 0.0 0.3 0.061
H -9.856998 -20.228427 20.090896 0.3 0.0 -0.2 0.072
C -7.172043 -20.334180 16.090891 2.1 0.0 0.3 -0.117
O -7.170964 -19.944408 14.746007 -0.5 0.5 0.5 -0.204
C -6.005987 -20.265401 14.024487 -0.5 -0.4 0.1 -0.227
C -4.844871 -19.291148 14.077023 1.5 0.1 -1.1 -0.340
C -5.262406 -17.891741 13.546719 -1.1 -0.5 0.1 -0.041
N -3.758052 -19.866254 13.115291 -1.5 0.7 1.2 0.073
H -6.250699 -19.929174 16.610251 -1.2 0.2 -0.1 0.111
H -7.004489 -21.414093 16.228434 -0.6 0.0 -0.3 0.064
H -8.110325 -20.016483 16.520649 0.0 0.1 0.3 0.065
H -5.716721 -21.276149 14.318878 0.5 -0.2 0.0 0.120
H -6.414185 -20.326447 13.034640 0.4 0.0 -0.9 0.092
H -4.391377 -19.257240 15.089818 -0.5 0.2 -0.3 0.130
H -4.452808 -17.146735 13.441905 -0.4 -0.4 0.4 0.062
H -6.140848 -17.513030 14.130010 1.0 0.0 -0.1 0.081
H -5.716107 -18.017309 12.545832 0.5 -0.1 0.3 0.050
H -3.117375 -19.095011 12.966262 0.2 0.0 0.0 0.014
H -3.223123 -20.551817 13.639434 0.0 -0.1 0.0 0.033
C 2.886105 -18.336576 15.697148 0.2 -1.1 -0.2 -0.116
O 2.427747 -19.300113 14.772429 -0.6 0.7 -1.9 -0.216
C 2.253427 -18.683500 13.448632 1.2 -1.2 1.1 -0.190
C 1.632958 -19.755231 12.572336 -0.9 0.2 0.2 -0.439
C 2.708593 -20.673692 12.018485 1.3 -0.1 0.4 -0.059
N 0.780747 -19.192182 11.518861 0.4 -0.2 -0.5 0.046
H 3.902212 -18.690653 15.936818 -0.1 0.9 0.4 0.091
H 2.214464 -18.437439 16.559551 0.4 0.6 0.1 0.087
H 2.857839 -17.357236 15.195536 0.2 0.0 0.8 0.082
H 1.622627 -17.803887 13.556089 -0.1 0.1 -0.1 0.091
H 3.273491 -18.414118 13.044439 -0.9 0.1 0.4 0.133
H 0.990285 -20.330662 13.267516 0.1 0.2 -0.4 0.135
H 2.545254 -21.052798 11.031579 -0.6 -0.1 -0.7 0.062
H 2.892562 -21.558900 12.638676 -0.2 0.3 0.1 0.083
H 3.682731 -20.147236 11.953507 -0.4 -0.2 0.1 0.078
H -0.021787 -18.651940 11.846247 0.5 -0.1 0.1 0.039
H 1.339195 -18.671410 10.838639 -0.4 -0.1 0.3 0.078
Cl -8.793561 -16.080340 12.345105 0.2 0.2 -0.2 0.536
C -10.119173 -16.929721 13.120902 0.8 -1.5 0.1 -1.598
Cl -11.622585 -16.117280 12.920809 -0.7 0.4 0.0 0.569
Cl -9.712215 -17.236526 14.816621 -0.1 0.2 0.3 0.538
H -10.165902 -17.943794 12.696700 -0.2 0.6 0.0 0.001
```
Forces are in eV/Å.